{"formula": "C76H204N8O44", "method": "ωB97M-V/def2-TZVPD", "elements": ["C", "C", "O", "O", "H", "H", "H", "H", "H", "H", "C", "C", "O", "O", "H", "H", "H", "H", "H", "H", "C", "C", "O", "O", "H", "H", "H", "H", "H", "H", "C", "C", "O", "O", "H", "H", "H", "H", "H", "H", "C", "C", "O", "O", "H", "H", "H", "H", "H", "H", "C", "C", "O", "O", "H", "H", "H", "H", "H", "H", "C", "C", "O", "O", "H", "H", "H", "H", "H", "H", "C", "C", "O", "O", "H", "H", "H", "H", "H", "H", "C", "C", "O", "O", "H", "H", "H", "H", "H", "H", "C", "C", "O", "O", "H", "H", "H", "H", "H", "H", "C", "C", "O", "O", "H", "H", "H", "H", "H", "H", "C", "C", "O", "O", "H", "H", "H", "H", "H", "H", "C", "C", "O", "O", "H", "H", "H", "H", "H", "H", "C", "C", "O", "O", "H", "H", "H", "H", "H", "H", "C", "O", "C", "C", "N", "C", "C", "O", "C", "H", "H", "H", "H", "H", "H", "H", "H", "H", "H", "H", "H", "H", "H", "H", "C", "O", "C", "C", "N", "C", "C", "O", "C", "H", "H", "H", "H", "H", "H", "H", "H", "H", "H", "H", "H", "H", "H", "H", "C", "O", "C", "C", "N", "C", "C", "O", "C", "H", "H", "H", "H", "H", "H", "H", "H", "H", "H", "H", "H", "H", "H", "H", "C", "O", "C", "C", "N", "C", "C", "O", "C", "H", "H", "H", "H", "H", "H", "H", "H", "H", "H", "H", "H", "H", "H", "H", "C", "O", "C", "C", "N", "C", "C", "O", "C", "H", "H", "H", "H", "H", "H", "H", "H", "H", "H", "H", "H", "H", "H", "H", "C", "O", "C", "C", "N", "C", "C", "O", "C", "H", "H", "H", "H", "H", "H", "H", "H", "H", "H", "H", "H", "H", "H", "H", "C", "O", "C", "C", "N", "C", "C", "O", "C", "H", "H", "H", "H", "H", "H", "H", "H", "H", "H", "H", "H", "H", "H", "H", "C", "O", "C", "C", "N", "C", "C", "O", "C", "H", "H", "H", "H", "H", "H", "H", "H", "H", "H", "H", "H", "H", "H", "H"], "positions_angstrom": [[3.49, 4.65, 3.07], [3.17, 4.61, 4.61], [1.76, 4.46, 4.86], [3.35, 6.01, 2.67], [2.82, 4.06, 2.45], [4.50, 4.24, 2.96], [3.47, 5.45, 5.22], [3.81, 3.87, 5.10], [1.33, 5.31, 4.89], [4.02, 6.59, 3.03], [8.68, -0.41, -1.05], [7.63, -1.56, -1.24], [7.78, -2.40, -2.34], [8.17, 0.51, -0.10], [8.81, 0.13, -1.99], [9.67, -0.78, -0.82], [6.67, -1.05, -1.38], [7.56, -2.24, -0.40], [8.55, -2.92, -2.10], [8.82, 1.20, -0.04], [-0.27, -2.63, -3.44], [-0.28, -1.44, -4.38], [-0.49, -1.87, -5.74], [0.83, -3.52, -3.71], [-1.22, -3.16, -3.57], [-0.26, -2.28, -2.41], [0.67, -0.92, -4.40], [-0.92, -0.63, -4.04], [-0.14, -2.77, -5.81], [0.55, -4.38, -3.40], [3.31, -0.68, 5.53], [3.24, -1.80, 6.58], [2.04, -1.82, 7.29], [3.57, 0.64, 6.08], [2.44, -0.55, 4.89], [4.13, -0.95, 4.87], [3.94, -1.48, 7.34], [3.44, -2.74, 6.06], [1.96, -2.74, 7.53], [2.74, 1.02, 6.38], [-2.88, 4.76, 6.79], [-2.95, 4.44, 5.24], [-3.62, 5.47, 4.55], [-2.04, 5.90, 7.04], [-2.53, 3.86, 7.28], [-3.90, 4.89, 7.15], [-3.51, 3.52, 5.07], [-1.93, 4.24, 4.90], [-2.98, 6.13, 4.28], [-1.85, 6.00, 7.97], [2.03, 5.57, -1.27], [0.99, 5.56, -0.14], [1.26, 6.50, 0.94], [3.14, 4.76, -0.98], [2.35, 6.60, -1.46], [1.71, 5.12, -2.21], [0.87, 4.60, 0.35], [0.02, 5.90, -0.51], [1.97, 6.21, 1.51], [2.90, 3.84, -1.09], [-5.50, 3.38, -1.22], [-6.69, 3.04, -0.35], [-7.77, 2.37, -1.01], [-5.75, 4.54, -1.97], [-5.30, 2.58, -1.94], [-4.54, 3.56, -0.75], [-7.17, 3.97, -0.04], [-6.40, 2.39, 0.48], [-8.20, 3.09, -1.49], [-5.66, 4.26, -2.89], [-6.77, 4.48, 3.30], [-8.00, 5.16, 3.93], [-7.77, 6.39, 4.62], [-5.86, 3.99, 4.23], [-6.19, 5.15, 2.67], [-7.07, 3.64, 2.69], [-8.53, 4.44, 4.55], [-8.80, 5.25, 3.19], [-8.60, 6.87, 4.60], [-5.25, 4.69, 4.48], [-0.54, 0.32, 6.53], [-0.40, 1.87, 6.26], [1.03, 2.08, 6.21], [-0.05, -0.04, 7.78], [0.01, -0.18, 5.72], [-1.59, 0.06, 6.46], [-0.84, 2.52, 7.01], [-0.86, 2.09, 5.30], [1.23, 2.93, 5.80], [0.79, -0.46, 7.59], [-4.99, 1.20, 2.98], [-3.83, 0.18, 2.87], [-4.32, -1.19, 2.90], [-5.42, 1.30, 4.35], [-5.87, 1.06, 2.36], [-4.55, 2.16, 2.73], [-3.14, 0.28, 3.71], [-3.23, 0.39, 1.98], [-4.71, -1.37, 3.75], [-5.73, 2.21, 4.38], [3.56, 0.99, 1.57], [4.60, -0.12, 1.88], [3.96, -1.24, 2.46], [2.65, 0.54, 0.60], [4.05, 1.93, 1.31], [2.98, 1.25, 2.46], [5.35, 0.24, 2.58], [5.06, -0.38, 0.93], [3.30, -1.61, 1.88], [1.86, 0.24, 1.07], [-2.04, -3.06, 6.18], [-0.90, -3.60, 5.34], [-1.45, -4.57, 4.57], [-2.82, -2.27, 5.31], [-1.65, -2.37, 6.93], [-2.71, -3.82, 6.57], [-0.10, -3.99, 5.97], [-0.52, -2.75, 4.78], [-2.06, -4.16, 3.95], [-3.66, -2.16, 5.76], [0.19, 7.40, 4.07], [-0.91, 8.52, 3.97], [-2.20, 7.93, 3.71], [0.08, 6.61, 5.24], [1.21, 7.79, 4.01], [0.07, 6.73, 3.21], [-0.66, 9.08, 3.07], [-0.94, 9.13, 4.87], [-2.77, 8.65, 3.40], [-0.79, 6.60, 5.64], [-4.40, -5.02, 3.22], [-3.66, -4.54, 1.94], [-2.71, -3.46, 2.22], [-4.96, -4.01, 4.02], [-3.73, -5.61, 3.85], [-5.20, -5.74, 3.02], [-4.36, -4.14, 1.21], [-3.04, -5.36, 1.57], [-3.23, -2.69, 2.50], [-4.99, -4.43, 4.88], [3.95, -12.12, -1.40], [3.67, -10.84, -0.86], [4.24, -10.52, 0.46], [3.81, -9.08, 0.87], [2.45, -9.05, 1.34], [1.87, -7.69, 1.22], [0.52, -7.59, 1.96], [-0.58, -8.25, 1.19], [-1.89, -8.26, 1.84], [3.56, -12.91, -0.76], [5.04, -12.16, -1.44], [3.66, -12.24, -2.45], [5.32, -10.59, 0.34], [4.05, -11.23, 1.26], [3.89, -8.45, -0.02], [4.52, -8.71, 1.61], [1.84, -9.57, 0.73], [1.78, -7.41, 0.17], [2.41, -6.96, 1.83], [0.19, -6.56, 2.05], [0.65, -8.11, 2.91], [-2.60, -8.87, 1.27], [-2.29, -7.25, 1.97], [-1.78, -8.69, 2.83], [2.16, -5.39, 4.23], [3.55, -5.69, 4.03], [4.37, -4.50, 3.88], [5.66, -4.94, 3.13], [5.29, -5.42, 1.77], [5.33, -4.36, 0.70], [5.00, -4.95, -0.69], [3.61, -5.25, -0.83], [3.05, -5.62, -2.06], [1.80, -4.61, 4.91], [1.62, -6.25, 4.60], [1.68, -5.18, 3.27], [4.59, -4.17, 4.90], [3.74, -3.75, 3.39], [6.12, -5.71, 3.75], [6.44, -4.17, 3.13], [4.33, -5.71, 1.82], [6.36, -3.99, 0.68], [4.69, -3.49, 0.88], [5.56, -5.85, -0.93], [5.30, -4.24, -1.46], [2.19, -6.24, -1.83], [3.60, -6.33, -2.69], [2.64, -4.79, -2.64], [-2.17, 3.45, 1.57], [-1.60, 2.18, 1.78], [-0.28, 2.19, 2.39], [0.00, 0.87, 2.95], [0.15, 0.00, 1.83], [0.11, -1.37, 2.29], [0.35, -2.44, 1.19], [1.73, -2.49, 0.89], [1.98, -2.50, -0.44], [-2.32, 3.97, 2.52], [-3.15, 3.42, 1.10], [-1.58, 4.11, 0.95], [-0.11, 2.94, 3.16], [0.34, 2.47, 1.54], [-0.74, 0.49, 3.65], [0.93, 0.93, 3.51], [-0.57, 0.20, 1.15], [-0.89, -1.60, 2.66], [0.84, -1.53, 3.07], [-0.34, -2.25, 0.36], [0.09, -3.44, 1.55], [3.06, -2.47, -0.51], [1.53, -1.73, -1.06], [1.74, -3.52, -0.76], [3.20, -3.31, -7.82], [3.02, -4.39, -6.96], [2.02, -5.25, -7.61], [1.71, -6.39, -6.61], [0.77, -5.98, -5.62], [0.40, -7.12, -4.78], [-0.62, -6.70, -3.73], [-0.12, -5.80, -2.71], [-1.08, -5.51, -1.77], [3.81, -3.62, -8.67], [3.81, -2.59, -7.26], [2.29, -2.78, -8.10], [2.45, -5.58, -8.56], [1.15, -4.69, -7.95], [2.66, -6.76, -6.21], [1.22, -7.14, -7.23], [1.27, -5.32, -5.04], [1.29, -7.50, -4.28], [0.01, -7.92, -5.41], [-0.95, -7.67, -3.34], [-1.48, -6.23, -4.20], [-1.21, -6.40, -1.15], [-2.00, -5.18, -2.25], [-0.70, -4.69, -1.15], [-3.39, -1.82, -1.06], [-3.88, -0.99, -2.17], [-5.16, -0.52, -1.98], [-5.70, 0.26, -3.21], [-6.13, -0.54, -4.37], [-5.07, -1.49, -4.88], [-5.68, -2.20, -6.12], [-6.43, -3.34, -5.67], [-5.62, -4.52, -5.47], [-4.20, -2.49, -0.77], [-3.04, -1.30, -0.18], [-2.65, -2.56, -1.36], [-5.39, -0.09, -1.01], [-5.82, -1.39, -1.93], [-4.93, 0.99, -3.48], [-6.54, 0.90, -2.97], [-6.92, -1.12, -4.13], [-4.86, -2.27, -4.15], [-4.12, -0.99, -5.06], [-4.93, -2.46, -6.86], [-6.34, -1.60, -6.74], [-6.21, -5.34, -5.08], [-4.72, -4.42, -4.87], [-5.20, -4.74, -6.45], [-2.81, 6.73, -0.40], [-4.17, 7.26, -0.29], [-4.89, 6.98, 0.91], [-5.38, 8.39, 1.39], [-4.25, 9.13, 1.97], [-4.49, 10.52, 2.25], [-3.29, 11.17, 2.91], [-2.28, 11.36, 1.99], [-1.20, 12.12, 2.44], [-2.49, 6.96, -1.42], [-2.84, 5.64, -0.37], [-2.10, 7.08, 0.35], [-4.32, 6.45, 1.67], [-5.73, 6.35, 0.64], [-6.26, 8.28, 2.02], [-5.58, 8.97, 0.49], [-3.44, 9.08, 1.37], [-5.37, 10.61, 2.89], [-4.71, 11.09, 1.34], [-2.89, 10.72, 3.82], [-3.64, 12.17, 3.19], [-0.79, 11.67, 3.34], [-1.48, 13.12, 2.77], [-0.36, 12.17, 1.74], [4.02, -1.85, -3.28], [3.40, -0.63, -2.97], [4.25, 0.36, -2.46], [3.60, 1.77, -2.58], [2.46, 2.03, -1.68], [1.23, 1.67, -2.35], [-0.03, 2.01, -1.49], [-1.05, 1.98, -2.49], [-2.32, 2.47, -2.13], [3.37, -2.68, -3.60], [4.66, -2.19, -2.46], [4.67, -1.79, -4.15], [5.10, 0.55, -3.11], [4.47, 0.18, -1.41], [3.28, 1.90, -3.61], [4.41, 2.48, -2.41], [2.64, 1.51, -0.83], [1.22, 0.61, -2.63], [1.14, 2.20, -3.29], [0.04, 2.96, -0.95], [-0.28, 1.27, -0.74], [-2.86, 2.53, -3.08], [-2.18, 3.50, -1.81], [-2.80, 1.97, -1.29], [1.31, 2.91, -12.92], [2.23, 2.82, -11.84], [2.54, 4.12, -11.23], [3.68, 3.92, -10.23], [3.30, 3.15, -8.99], [4.50, 2.60, -8.25], [3.97, 1.92, -6.99], [3.25, 0.73, -7.37], [3.08, -0.11, -6.23], [0.82, 2.03, -13.34], [1.79, 3.41, -13.76], [0.49, 3.49, -12.51], [1.66, 4.57, -10.77], [2.84, 4.78, -12.05], [3.99, 4.93, -9.98], [4.52, 3.37, -10.66], [2.78, 2.36, -9.33], [5.15, 3.42, -7.95], [5.12, 1.93, -8.84], [3.27, 2.48, -6.37], [4.87, 1.65, -6.43], [2.80, 0.36, -5.29], [4.06, -0.59, -6.14], [2.30, -0.81, -6.52]], "lowdin_charge": [-0.176, -0.181, -0.089, -0.088, 0.111, 0.114, 0.121, 0.113, 0.039, 0.106, -0.234, -0.256, -0.055, -0.066, 0.115, 0.111, 0.095, 0.107, 0.089, 0.084, -0.214, -0.210, -0.065, -0.089, 0.116, 0.094, 0.093, 0.116, 0.062, 0.007, -0.208, -0.220, -0.065, -0.074, 0.100, 0.101, 0.128, 0.097, 0.098, 0.036, -0.190, -0.211, -0.074, -0.058, 0.097, 0.119, 0.114, 0.103, 0.057, 0.101, -0.227, -0.204, -0.094, -0.098, 0.121, 0.113, 0.088, 0.097, 0.015, 0.015, -0.255, -0.217, -0.063, -0.046, 0.090, 0.090, 0.115, 0.099, 0.082, 0.092, -0.217, -0.230, -0.051, -0.082, 0.107, 0.115, 0.115, 0.112, 0.081, 0.055, -0.250, -0.175, -0.084, -0.045, 0.100, 0.107, 0.104, 0.086, 0.039, 0.036, -0.219, -0.172, -0.091, -0.076, 0.112, 0.094, 0.109, 0.097, 0.073, 0.021, -0.201, -0.197, -0.084, -0.097, 0.115, 0.109, 0.123, 0.102, 0.041, 0.039, -0.221, -0.278, -0.048, -0.084, 0.109, 0.127, 0.112, 0.110, 0.036, 0.089, -0.195, -0.176, -0.094, -0.088, 0.121, 0.103, 0.114, 0.119, 0.027, 0.052, -0.240, -0.148, -0.105, -0.055, 0.107, 0.117, 0.111, 0.096, 0.029, 0.090, -0.118, -0.216, -0.173, -0.204, -0.047, -0.183, -0.167, -0.228, -0.084, 0.085, 0.077, 0.084, 0.108, 0.116, 0.108, 0.118, 0.105, 0.111, 0.096, 0.104, 0.118, 0.084, 0.049, 0.081, -0.104, -0.198, -0.180, -0.163, -0.032, -0.162, -0.185, -0.209, -0.114, 0.062, 0.090, 0.071, 0.102, 0.105, 0.105, 0.111, 0.068, 0.100, 0.097, 0.119, 0.100, 0.063, 0.094, 0.063, -0.106, -0.198, -0.168, -0.223, -0.044, -0.164, -0.163, -0.196, -0.125, 0.078, 0.071, 0.070, 0.117, 0.116, 0.109, 0.119, 0.106, 0.105, 0.120, 0.114, 0.116, 0.087, 0.093, 0.087, -0.140, -0.185, -0.182, -0.225, -0.051, -0.196, -0.163, -0.234, -0.107, 0.091, 0.070, 0.092, 0.112, 0.115, 0.124, 0.118, 0.085, 0.121, 0.125, 0.125, 0.124, 0.094, 0.089, 0.089, -0.041, -0.186, -0.264, -0.195, -0.046, -0.163, -0.203, -0.202, -0.105, 0.078, 0.077, 0.065, 0.116, 0.114, 0.096, 0.097, 0.099, 0.093, 0.119, 0.109, 0.117, 0.087, 0.070, 0.080, -0.064, -0.202, -0.196, -0.144, -0.079, -0.205, -0.243, -0.180, -0.117, 0.091, 0.051, 0.082, 0.110, 0.101, 0.115, 0.115, 0.111, 0.127, 0.124, 0.117, 0.121, 0.075, 0.088, 0.096, -0.098, -0.197, -0.199, -0.165, -0.058, -0.162, -0.160, -0.197, -0.106, 0.080, 0.067, 0.081, 0.123, 0.108, 0.100, 0.115, 0.056, 0.099, 0.124, 0.098, 0.102, 0.095, 0.075, 0.082, -0.121, -0.213, -0.187, -0.202, -0.047, -0.188, -0.218, -0.196, -0.102, 0.083, 0.081, 0.080, 0.119, 0.113, 0.111, 0.110, 0.091, 0.113, 0.115, 0.121, 0.112, 0.067, 0.080, 0.083], "orbital_gap_ev": 8.9, "total_energy_ev": -184110.7766, "e_lumo_ev": 0.43, "e_homo_ev": -8.5, "total_charge": 0}